No. 1
A molecular structure, C19H14BeO4PS3, computed with wB97M-V/def2-TZVPD.

Structure (ORCA input):
```
! RIJCOSX wB97M-V def2-TZVPD def2/J DEFGRID3
* xyz -1 1
Be 1.6498 -0.5898 -1.3079
O 4.3073 -2.8427 -0.7378
C 3.5908 -1.9729 -0.2787
O 2.3660 -1.7864 -0.6492
C 4.1459 -1.1213 0.8617
C 5.2941 -1.6518 1.4561
C 5.9349 -1.0507 2.5215
C 5.4508 0.1579 3.0024
C 4.3484 0.7315 2.4034
C 3.6576 0.0961 1.3596
S 2.2163 1.0807 1.0573
H 5.6639 -2.5767 1.0366
H 6.8126 -1.5093 2.9587
H 5.9453 0.6715 3.8175
H 4.0054 1.7043 2.7375
S -1.0788 1.8203 -3.2767
P -1.3946 0.3777 -1.9918
S -0.2049 -1.2771 -2.0024
C -3.0976 -0.2862 -2.1473
C -4.1180 0.6003 -2.4825
C -5.4315 0.1630 -2.5566
C -5.7381 -1.1677 -2.3053
C -4.7252 -2.0575 -1.9813
C -3.4096 -1.6195 -1.9001
C -1.4261 1.0054 -0.2675
C -1.7164 0.1384 0.7827
C -1.7415 0.6040 2.0877
C -1.4709 1.9405 2.3534
C -1.1764 2.8058 1.3102
C -1.1561 2.3399 0.0018
H -3.8640 1.6303 -2.7010
H -6.2171 0.8611 -2.8190
H -6.7636 -1.5110 -2.3691
H -4.9557 -3.0990 -1.7934
H -2.6175 -2.3148 -1.6552
H -1.9034 -0.9089 0.5774
H -1.9611 -0.0785 2.8993
H -1.4813 2.3033 3.3741
H -0.9529 3.8459 1.5139
H -0.9192 2.9984 -0.8248
O 1.5981 0.8811 -0.4733
O 2.5343 0.6647 -1.5918
*
```

Output
M   442.50 g/mol
Energy above the lowest of the compared OMol25 structures with the same formula, charge and spin   0.650 eV
Max |F|   0.57 eV/A
Energy   -2584.2475 Ha

---

No. 2
A molecular structure, C19H14Br2Cl2NO6Sn, computed with wB97M-V/def2-TZVPD.

Structure (ORCA input):
```
! RIJCOSX wB97M-V def2-TZVPD def2/J DEFGRID3
* xyz -1 1
Sn 0.1284 -0.2058 1.6028
O 2.6917 -2.2473 4.8011
Cl 1.5014 -1.4796 4.5523
O 1.0772 -0.7922 5.7381
O 0.4478 -2.3331 4.0518
O 1.8303 -0.4667 3.5165
Cl 2.2244 -2.2815 -4.7413
C 2.1457 -1.2899 -3.2989
C 1.0376 -0.4867 -3.0780
C 0.9448 0.2340 -1.8986
C 1.9438 0.1704 -0.9131
C 1.7564 0.8397 0.3898
C 3.0698 -0.6095 -1.1986
C 3.1719 -1.3438 -2.3724
H 0.2461 -0.4499 -3.8168
H 0.0580 0.8308 -1.6979
H 1.3181 1.8326 0.2784
H 2.6644 0.8931 0.9867
H 3.8669 -0.6687 -0.4660
H 4.0370 -1.9673 -2.5603
Br 2.8322 -3.1289 1.2603
C 1.5349 -3.3447 -0.0855
C 1.6819 -4.3694 -1.0112
C 0.7157 -4.4983 -1.9910
C -0.3629 -3.6250 -1.9965
C -0.4159 -2.6478 -1.0230
N 0.5211 -2.5020 -0.0809
H 2.5363 -5.0294 -0.9550
H 0.8032 -5.2696 -2.7453
H -1.1367 -3.6963 -2.7490
H -1.2349 -1.9351 -0.9753
Br -2.9336 6.9986 2.0883
C -3.2619 5.2694 1.3637
C -4.4786 5.0224 0.7492
C -4.7135 3.7615 0.2173
C -3.7353 2.7799 0.2841
C -2.5262 3.0438 0.9127
C -2.2864 4.2950 1.4692
C -1.4692 1.9674 1.0109
O -1.3914 1.1109 0.0937
O -0.7055 1.9857 2.0166
H -5.2252 5.8032 0.6912
H -5.6667 3.5500 -0.2527
H -3.8921 1.7989 -0.1458
H -1.3510 4.4813 1.9781
*
```

Output
M   701.75 g/mol
Energy above the lowest of the compared OMol25 structures with the same formula, charge and spin   0.000 eV
Max |F|   0.40 eV/A
Energy   -7521.2370 Ha

---

No. 3
A molecular structure, C19H14BrHoN3O2S3, computed with wB97M-V/def2-TZVPD.

Structure (ORCA input):
```
! RIJCOSX wB97M-V def2-TZVPD def2/J DEFGRID3
* xyz -1 5
Ho -1.6201 0.5381 0.6248
S -1.7319 5.2763 0.3590
C -1.7996 3.6395 0.4373
S -1.9642 2.8190 1.9790
S -1.7043 2.6422 -0.9857
C 1.6431 1.7784 -0.0096
N 0.7572 0.6237 0.0869
C 1.2662 -0.5536 -0.1125
C 0.5249 -1.7244 0.1533
C 0.8810 -3.0675 -0.0531
C -0.1718 -3.8320 0.4192
C -1.1205 -2.9302 0.9083
N -0.7241 -1.6601 0.7559
C 2.3557 1.9539 1.3101
C 3.7333 2.1182 1.3564
C 4.3949 2.1847 2.5707
C 3.6833 2.0846 3.7527
C 2.3057 1.9477 3.7145
C 1.6439 1.8842 2.5024
H 1.0295 2.6605 -0.2381
H 2.3843 1.6419 -0.8081
H 2.2959 -0.6835 -0.4622
H 1.8043 -3.4043 -0.4867
H -0.2525 -4.9030 0.4215
H -2.0680 -3.1579 1.3678
H 4.2887 2.1994 0.4326
H 5.4680 2.3120 2.5964
H 4.2011 2.1181 4.7001
H 1.7456 1.8977 4.6357
H 0.5588 1.7888 2.4811
Br 0.3428 -0.1027 -3.9108
C -1.3173 -0.9465 -3.5503
C -1.9637 -1.7171 -4.5064
N -3.0960 -2.3433 -4.2422
C -3.6250 -2.2350 -3.0349
C -3.0725 -1.4540 -2.0204
C -1.8832 -0.7914 -2.2991
C -3.7449 -1.3336 -0.6427
O -4.5085 -2.2181 -0.2954
O -3.4367 -0.2848 0.0154
H -1.5673 -1.8360 -5.5065
H -4.5404 -2.7854 -2.8577
H -1.3959 -0.1443 -1.5570
*
```

Output
M   657.38 g/mol
Energy above the lowest of the compared OMol25 structures with the same formula, charge and spin   0.636 eV
Max |F|   1.74 eV/A
Energy   -5764.0779 Ha

---

No. 4
C19H14ClF2N3O2 in the gas phase, computed with wB97M-V/def2-TZVPD.

Structure (ORCA input):
```
! RIJCOSX wB97M-V def2-TZVPD def2/J DEFGRID3
* xyz 0 1
O -1.1920 1.9859 0.3117
O 1.4987 -0.7860 -1.9346
F -0.2704 -5.2622 2.8726
F 3.4387 1.9981 -1.2922
Cl -2.7439 -3.6823 3.5226
C -0.6919 1.4361 -0.6508
C 0.5211 -0.0858 -1.6689
C -3.1248 -1.2090 -0.2822
C -2.0296 -1.6409 -0.9833
C 2.9978 4.9402 0.8534
C 2.0226 4.3994 1.7408
C 0.1637 -4.2362 0.7508
C 3.4454 4.1000 -0.2025
C -0.1927 -3.3330 -0.2446
C 1.5155 3.1275 1.5796
C -0.6329 -4.3697 1.9112
C 3.0095 2.7774 -0.2804
C -1.7596 -3.5753 2.0777
C -1.3491 -2.5662 -0.0892
C -2.1047 -2.6951 1.0632
C 2.0283 2.2811 0.5971
N -3.1846 -1.8381 0.9601
N 0.5176 0.7931 -0.6128
N -1.4460 1.1039 -1.7574
C 1.4621 0.8815 0.4876
C -1.5589 -1.2974 -2.3812
C -0.7922 -0.0192 -2.4522
H -3.8462 -0.4665 -0.6200
H 3.3542 5.9543 0.9111
H 1.6803 5.0475 2.5344
H 1.0486 -4.8378 0.6360
H 4.1401 4.4620 -0.9341
H 0.4061 -3.1823 -1.1269
H 0.7227 2.7701 2.2343
H -3.8788 -1.6866 1.7050
H -2.4396 1.0571 -1.6271
H 2.2842 0.1732 0.3416
H 0.9457 0.6137 1.4242
H -1.0034 -2.1448 -2.7565
H -2.4017 -1.1968 -3.0859
H -0.5597 0.2092 -3.5323
*
```

Output
M   389.79 g/mol
Structure (SMILES)   O=C1N[C@H](Cc2c[nH]c3c(Cl)c(F)ccc23)C(=O)N1Cc1ccccc1F
Max |F|   3.82 eV/A
Energy   -1707.1660 Ha

---

No. 5
A molecular structure, C19H14ClN3NiO2, computed with wB97M-V/def2-TZVPD.

Structure (ORCA input):
```
! RIJCOSX wB97M-V def2-TZVPD def2/J DEFGRID3
* xyz 0 3
Ni 0.5722 -0.2532 0.7530
O -2.3415 -0.4183 3.5552
C -1.3689 -0.4951 2.8392
N -1.0406 0.2308 1.7334
C -1.7324 1.3274 1.3047
O -2.7943 1.7660 1.6831
C -0.9786 2.0498 0.1883
C -1.5197 3.1888 -0.3837
C -0.8139 3.8212 -1.3918
C 0.4045 3.2997 -1.7976
C 0.8758 2.1561 -1.1778
N 0.2014 1.5485 -0.2024
C -0.2769 -1.5126 3.1677
C -0.4863 -2.4404 4.1749
C 0.5185 -3.3479 4.4591
C 1.6997 -3.2981 3.7336
C 1.8280 -2.3428 2.7420
N 0.8639 -1.4652 2.4656
H -2.4788 3.5340 -0.0259
H -1.2124 4.7103 -1.8629
H 0.9769 3.7578 -2.5911
H 1.8000 1.6854 -1.4838
H -1.4294 -2.4199 4.7011
H 0.3844 -4.0883 5.2364
H 2.5092 -3.9869 3.9266
H 2.7277 -2.2690 2.1438
Cl -0.2693 1.8896 -5.4727
C -0.0348 0.7991 -4.1315
C 1.2293 0.3010 -3.8677
C 1.4108 -0.5384 -2.7789
C 0.3504 -0.8943 -1.9383
C 0.5788 -1.6243 -0.6726
C -0.9215 -0.4073 -2.2671
C -1.1184 0.4383 -3.3449
H 2.0637 0.5720 -4.5006
H 2.4062 -0.9142 -2.5693
H 1.5158 -2.1922 -0.6948
H -0.2266 -2.3269 -0.4412
H -1.7689 -0.6631 -1.6414
H -2.1038 0.8227 -3.5695
*
```

Output
M   410.49 g/mol
Max |F|   0.49 eV/A
Energy   -3015.7241 Ha

---

No. 6
C19H14ClN3O5 in the gas phase, computed with wB97M-V/def2-TZVPD.

Structure (ORCA input):
```
! RIJCOSX wB97M-V def2-TZVPD def2/J DEFGRID3
* xyz 0 1
O -0.2458 -3.7234 0.4780
C 0.0169 -2.6179 0.0753
N 1.3044 -2.1201 0.0408
N 2.3314 -2.9450 0.2586
C 3.5431 -2.5555 0.2712
C 4.1058 -1.2337 0.1361
C 5.4244 -0.8735 -0.0134
C 5.4536 0.5343 -0.0624
C 4.1606 0.9534 0.0748
O 3.3356 -0.1117 0.1882
C 3.6043 2.3381 0.1764
O 2.4882 2.5841 -0.6605
C 1.2396 2.3162 -0.2226
C 0.9255 1.5731 0.9169
C -0.3934 1.3948 1.2815
C -1.4057 1.9639 0.5213
C -1.1056 2.6908 -0.6287
C 0.2057 2.8574 -0.9997
H 0.4722 3.4201 -1.8796
H -1.9107 3.1225 -1.2022
N -2.7721 1.8035 0.9234
O -3.6260 2.3225 0.2344
O -2.9929 1.1601 1.9278
H -0.6530 0.8224 2.1587
H 1.6982 1.1254 1.5208
H 3.3507 2.5741 1.2200
H 4.3757 3.0364 -0.1598
H 6.3157 1.1585 -0.1744
H 6.2589 -1.5394 -0.0854
H 4.2696 -3.3447 0.4038
H 1.4556 -1.1316 -0.1571
C -1.0184 -1.6797 -0.4500
C -0.7680 -0.7854 -1.4877
C -1.8056 -0.0367 -2.0162
C -3.0916 -0.1595 -1.5188
C -3.3373 -1.0494 -0.4810
C -2.3109 -1.8128 0.0486
H -2.4988 -2.5240 0.8375
Cl -4.9328 -1.2135 0.1412
H -3.8998 0.4268 -1.9261
H -1.6142 0.6420 -2.8333
H 0.2193 -0.6967 -1.9163
*
```

Output
M   399.79 g/mol
Structure (SMILES)   O=C(N/N=C\c1ccc(COc2ccc([N+](=O)[O-])cc2)o1)c1cccc(Cl)c1
Energy above the lowest of the compared OMol25 structures with the same formula, charge and spin   0.000 eV
Max |F|   1.29 eV/A
Energy   -1732.9721 Ha

---

Q: Which formula does entry 4 have?
A: C19H14ClF2N3O2

---

Q: Look up the energy of the first one.
A: -2584.2475 Ha